The following is a quantum chemistry calculation of a molecular structure, C30H30Br2CoIN3O2SSi, from OMol25.

Each line ends with the Löwdin charge.
Element x y z (Å)
Co 0.83 -0.04 0.14  0.21
O -2.53 2.60 3.00  0.05
C -1.19 2.88 3.06  -0.27
C -0.70 4.07 3.58  -0.01
C 0.67 4.31 3.56  -0.07
C 1.54 3.38 3.02  -0.09
C 1.03 2.18 2.52  -0.04
C -0.33 1.92 2.54  -0.11
C -0.92 0.65 1.97  -0.34
O 0.06 -0.32 1.71  -0.24
N -1.63 0.92 0.70  0.07
N -0.76 0.97 -0.32  -0.07
C -1.01 1.53 -1.45  -0.13
C -0.04 1.51 -2.52  -0.54
Br 1.74 1.05 -1.94  0.99
C -0.23 1.82 -3.80  -0.07
C -1.51 2.11 -4.46  -0.22
C -1.49 2.97 -5.56  -0.03
C -2.66 3.29 -6.23  -0.06
C -3.86 2.74 -5.82  -0.06
C -3.89 1.85 -4.75  -0.06
C -2.72 1.53 -4.08  -0.04
H -3.03 3.29 3.44  0.12
H -1.38 4.80 4.00  0.12
H 1.05 5.24 3.96  0.11
H 2.61 3.56 3.02  0.11
H 1.72 1.41 2.19  0.10
H -1.67 0.24 2.65  0.15
H -2.38 1.60 0.70  0.15
H -1.95 2.06 -1.59  0.14
H 0.65 1.90 -4.43  0.12
H -0.55 3.40 -5.89  0.12
H -2.63 3.97 -7.07  0.11
H -4.78 2.98 -6.34  0.11
H -4.82 1.39 -4.45  0.11
H -2.75 0.79 -3.29  0.11
C 4.59 -4.07 -1.05  -0.17
Si 3.24 -4.74 0.05  0.52
C 3.64 -4.52 1.86  -0.19
C 2.90 -6.53 -0.34  -0.18
C 1.64 -3.77 -0.34  -0.20
C 0.48 -4.39 -0.80  -0.04
C -0.69 -3.67 -1.07  -0.03
C -0.69 -2.31 -0.89  -0.07
N 0.44 -1.71 -0.50  -0.07
C 1.55 -2.39 -0.19  -0.64
S 2.67 -1.23 0.49  0.70
H 5.55 -4.52 -0.79  0.04
H 4.70 -2.98 -0.94  0.01
H 4.39 -4.28 -2.10  0.04
H 4.44 -5.21 2.14  0.04
H 2.78 -4.73 2.49  0.03
H 3.99 -3.51 2.08  0.00
H 3.79 -7.12 -0.13  0.04
H 2.65 -6.69 -1.39  0.04
H 2.09 -6.94 0.27  0.04
H 0.47 -5.46 -0.94  0.11
H -1.59 -4.17 -1.39  0.11
H -1.55 -1.68 -1.08  0.12
Br 3.06 1.31 5.66  0.74
C 1.25 0.79 5.65  -0.74
C 0.33 1.66 6.22  -0.13
C -1.02 1.34 6.24  -0.08
C -1.45 0.14 5.69  -0.08
C -0.54 -0.72 5.11  -0.17
C 0.82 -0.41 5.09  -0.75
I 2.11 -1.73 4.13  0.97
H 0.68 2.59 6.66  0.10
H -1.72 2.02 6.70  0.11
H -2.50 -0.12 5.71  0.11
H -0.87 -1.66 4.67  0.10

Values from the calculation:
**Total charge**: +1
**F_max**: 0.88 eV Å⁻¹
**Relative energy (zero: lowest compared OMol25 entry of this formula, charge and spin)**: 10.2 kcal/mol
**E_LUMO (spin up / spin down)**: -4.0 / -4.0 eV
**Calculated total energy**: -8991.8955 a.u.

The following is a quantum chemistry calculation of a single C3H7NO2 molecule at a distorted geometry, from OMol25.

Each line ends with the Löwdin charge.
Element x y z (Å)
C -1.78 -0.91 0.08  -0.04
O -1.74 0.57 -0.33  -0.16
C -0.76 1.43 0.08  -0.24
N 0.53 1.30 0.11  0.01
O 0.73 -0.01 0.07  -0.28
C 2.18 -0.27 -0.12  -0.06
H -1.22 -1.06 1.15  0.13
H -1.41 -1.46 -0.87  0.10
H -2.92 -1.16 0.37  0.10
H -1.19 2.50 0.00  0.15
H 2.16 -1.44 -0.19  0.12
H 2.66 0.22 -1.02  0.08
H 2.76 0.28 0.67  0.08

Values from the calculation:
**Total charge**: 0
**F_max**: 4.86 eV Å⁻¹
**Relative energy (zero: lowest compared OMol25 entry of this formula, charge and spin)**: 122.0 kcal/mol
**SMILES string**: CO/C=N\OC
**E_LUMO**: 0.9 eV
**Calculated total energy**: -323.5866 a.u.

The following is a quantum chemistry calculation of 2 unconnected molecules or ions with the total composition C9H13N6 at a distorted geometry, from OMol25.

Each line ends with the Löwdin charge.
Element x y z (Å)
C 2.84 1.63 -0.07  -0.03
C 2.00 2.04 1.02  -0.03
C 2.53 0.47 -0.70  -0.03
C 0.85 1.32 1.30  -0.01
C 1.34 -0.25 -0.44  -0.16
C 0.52 0.18 0.57  -0.13
C 0.84 -1.43 -1.28  -0.08
C -0.70 -0.57 0.86  -0.23
C -1.99 0.15 -1.59  0.08
N 0.29 -2.43 -0.25  0.02
N -0.70 -1.81 0.51  0.08
N -1.31 2.28 -2.41  0.12
N -1.75 1.21 -2.19  -0.19
N -1.69 -0.03 1.66  0.00
N -2.39 -1.01 2.27  0.01
H 3.90 1.98 -0.27  0.14
H 2.29 3.02 1.46  0.13
H 3.08 0.07 -1.51  0.10
H 0.24 1.50 2.18  0.11
H -0.10 -0.89 -1.85  0.12
H 1.69 -1.90 -1.92  0.16
H -2.67 -0.63 -1.63  0.05
H 0.04 -3.27 -0.71  0.12
H -0.69 2.19 -3.20  0.09
H -1.60 0.89 1.95  0.12
H -1.55 -2.43 0.59  0.20
H -3.42 -0.80 2.62  0.17
H -1.90 -1.46 3.04  0.10

Values from the calculation:
**Total charge**: +1
**F_max**: 7.74 eV Å⁻¹
**Relative energy (zero: lowest compared OMol25 entry of this formula, charge and spin)**: 67.7 kcal/mol
**E_LUMO**: -3.6 eV
**Calculated total energy**: -678.8363 a.u.

The following is a quantum chemistry calculation of a molecular structure, C18H21ClN2O8OsP2S2 at a distorted geometry, from OMol25.

Each line ends with the Löwdin charge.
Element x y z (Å)
Os -0.25 1.28 -0.19  1.25
C -1.45 -2.05 2.29  -0.01
C -1.57 -0.85 1.40  -0.21
N -0.55 -0.05 1.29  -0.14
N 0.45 -0.26 2.26  -0.04
C 1.54 0.38 2.08  -1.06
S 1.86 1.45 0.73  0.61
S 2.83 0.07 3.24  0.89
C 3.94 -0.87 2.12  -0.42
C 3.33 -2.17 1.68  -0.29
C 2.49 -2.22 0.57  -0.06
C 1.89 -3.42 0.19  -0.08
C 2.14 -4.58 0.91  -0.09
C 2.98 -4.54 2.01  -0.08
C 3.57 -3.34 2.39  -0.05
C -2.83 -0.60 0.72  -0.09
C -3.95 -1.35 1.17  -0.04
C -5.19 -1.23 0.63  -0.08
C -5.39 -0.33 -0.43  -0.06
C -4.36 0.43 -0.89  0.00
C -3.06 0.32 -0.34  -0.31
O -2.14 1.07 -0.88  -0.27
H -0.42 -2.40 2.31  0.07
H -2.09 -2.85 1.95  0.08
H -1.71 -1.80 3.32  0.11
H 4.83 -1.02 2.72  0.08
H 4.17 -0.23 1.27  0.06
H 2.30 -1.33 -0.01  0.08
H 1.23 -3.43 -0.66  0.10
H 1.67 -5.51 0.62  0.10
H 3.19 -5.44 2.57  0.10
H 4.21 -3.31 3.26  0.11
H -3.82 -2.02 2.02  0.10
H -6.02 -1.82 1.01  0.10
H -6.37 -0.23 -0.87  0.11
H -4.49 1.14 -1.69  0.12
C 2.86 3.64 -2.03  -0.09
C 1.46 3.18 -1.95  -0.37
O -0.98 3.66 -3.25  -0.43
P 0.10 1.04 -3.13  0.38
O 1.29 1.02 -4.21  -0.13
O -1.19 0.82 -4.03  -0.12
O 0.32 -0.06 -2.12  -0.38
P -0.66 4.24 -0.54  0.26
O -2.06 4.86 -1.00  -0.15
O 0.26 5.34 -0.19  -0.30
O -0.92 3.21 0.61  -0.43
H 3.19 3.64 -3.07  0.09
H 3.51 3.01 -1.43  0.07
H 2.88 4.66 -1.65  0.09
H -1.09 2.29 -1.62  -0.04
H 1.70 0.14 -4.29  0.09
H -1.28 -0.09 -4.33  0.10
H -2.29 5.55 -0.36  0.09
Cl -0.09 2.97 -2.20  0.57

Values from the calculation:
**Total charge**: 0
**F_max**: 5.45 eV Å⁻¹
**Relative energy (zero: lowest compared OMol25 entry of this formula, charge and spin)**: 397.0 kcal/mol
**Spin multiplicity**: 5
**E_LUMO (spin up / spin down)**: -0.7 / -1.8 eV
**<S²>**: 6.036
**Calculated total energy**: -3439.4825 a.u.

The following is a quantum chemistry calculation of 3 unconnected molecules or ions with the total composition C5H16O2 at a distorted geometry, from OMol25.

Each line ends with the Löwdin charge.
Element x y z (Å)
C -2.42 2.43 -0.93  -0.11
C -0.98 1.91 -0.80  -0.26
C -0.16 2.15 -2.10  -0.23
C -0.43 1.10 -3.19  -0.25
C -0.23 -0.37 -2.74  -0.11
H -3.02 2.05 -0.10  0.07
H -2.78 2.10 -1.91  0.07
H -2.45 3.53 -0.91  0.07
H -1.09 0.83 -0.74  0.07
H -0.42 2.24 0.07  0.10
H -0.59 3.07 -2.49  0.09
H 0.88 2.30 -1.84  0.10
H -1.43 1.28 -3.55  0.09
H 0.30 1.24 -3.96  0.09
H -1.09 -0.83 -2.27  0.06
H 0.10 -0.97 -3.58  0.06
H 0.57 -0.41 -1.99  0.08
O -1.67 -3.82 4.44  -0.07
H -0.89 -4.20 4.02  0.04
H -2.05 -4.52 4.99  0.03
O 5.31 -1.96 3.67  -0.07
H 5.44 -2.42 2.84  0.03
H 4.91 -2.61 4.27  0.04

Values from the calculation:
**Total charge**: 0
**F_max**: 1.65 eV Å⁻¹
**Relative energy (zero: lowest compared OMol25 entry of this formula, charge and spin)**: 16.9 kcal/mol
**SMILES string**: CCCCC.O.O
**E_LUMO**: 0.8 eV
**Calculated total energy**: -350.5554 a.u.

The following is a quantum chemistry calculation of a molecular structure, C14H22CuO8 at a distorted geometry, from OMol25.

Each line ends with the Löwdin charge.
Element x y z (Å)
Cu -2.69 3.92 10.04  0.50
O -1.63 6.83 9.27  -0.39
C -0.25 6.86 9.58  -0.45
C 0.74 5.69 9.15  -0.46
O 0.40 4.37 9.51  -0.41
H -0.12 7.03 10.65  0.06
H 0.09 7.79 9.13  0.06
H 1.74 5.97 9.47  0.06
H 0.92 5.63 8.08  0.06
O -6.57 4.33 9.02  0.12
C -7.50 3.57 8.82  -0.50
O -7.72 2.46 9.48  0.07
C -8.83 1.80 8.95  -0.20
C -9.63 2.82 8.24  -0.18
C -8.61 3.86 7.83  -0.07
H -9.39 1.31 9.75  0.13
H -8.48 1.04 8.26  0.13
H -10.46 3.21 8.83  0.12
H -10.06 2.37 7.34  0.11
H -9.05 4.86 7.77  0.13
H -8.08 3.65 6.90  0.13
O -4.22 2.00 13.27  0.09
C -4.30 1.29 14.27  -0.51
O -4.04 0.01 14.15  0.04
C -4.24 -0.63 15.44  -0.13
C -4.04 0.54 16.42  -0.16
C -4.66 1.73 15.68  -0.06
H -3.61 -1.48 15.68  0.12
H -5.25 -1.05 15.48  0.12
H -3.01 0.77 16.70  0.12
H -4.54 0.27 17.35  0.11
H -4.27 2.70 15.99  0.13
H -5.75 1.74 15.68  0.13
O -3.05 1.47 6.66  0.10
C -2.44 0.58 6.10  -0.57
O -2.76 0.18 4.92  0.04
C -1.83 -0.83 4.35  -0.12
C -0.96 -1.20 5.52  -0.14
C -1.25 -0.12 6.63  -0.05
H -1.28 -0.35 3.54  0.12
H -2.51 -1.56 3.92  0.12
H 0.08 -1.37 5.21  0.11
H -1.40 -2.12 5.91  0.11
H -0.49 0.66 6.59  0.14
H -1.21 -0.40 7.68  0.13

Values from the calculation:
**Total charge**: -1
**F_max**: 4.78 eV Å⁻¹
**E_LUMO**: 2.2 eV
**Calculated total energy**: -2788.8413 a.u.

The following is a quantum chemistry calculation of a molecular structure, CHO2S2 at a distorted geometry, from OMol25.

Each line ends with the Löwdin charge.
Element x y z (Å)
C -1.04 0.35 0.27  -0.91
O 0.72 -0.07 -0.30  -0.76
O -0.98 1.54 0.14  0.02
S -1.90 -1.01 0.41  0.60
S 2.33 -0.07 0.41  0.12
H 0.88 -0.74 -0.92  -0.05

Values from the calculation:
**Total charge**: -1
**F_max**: 3.18 eV Å⁻¹
**Relative energy (zero: lowest compared OMol25 entry of this formula, charge and spin)**: 45.1 kcal/mol
**E_LUMO**: 3.3 eV
**Calculated total energy**: -985.5657 a.u.